No. 1
{"formula": "C2H2N2O2", "method": "ωB97M-V/def2-TZVPD", "lumo_energy_ev": 0.5, "gap_ev": 9.9, "relative_energy_kj_mol": 571.8, "smiles": "C1=NOC=NO1", "symbols": ["O", "O", "N", "N", "C", "C", "H", "H"], "xyz": [[-1.14, 0.56, -0.53], [1.23, -0.49, 0.31], [-0.13, 1.34, 0.02], [0.09, -1.40, 0.21], [-1.00, -0.72, -0.13], [0.97, 0.64, 0.11], [1.80, 1.44, 0.42], [-2.03, -1.08, -0.16]]}


No. 2
{"formula": "C2H2N2O2S", "method": "ωB97M-V/def2-TZVPD", "lumo_energy_ev": -0.4, "gap_ev": 8.7, "relative_energy_kj_mol": 262.6, "smiles": "Oc1noc(=S)[nH]1", "symbols": ["S", "O", "O", "N", "N", "C", "C", "H", "H"], "xyz": [[-3.04, 0.02, -0.01], [2.15, -0.30, -0.08], [-0.69, 1.58, -0.16], [-0.36, -0.45, -0.21], [0.77, 1.40, 0.13], [0.85, 0.20, -0.07], [-1.37, 0.40, -0.07], [-0.43, -1.52, 0.32], [2.12, -1.34, 0.16]]}


No. 3
{"formula": "C2H2N2O2S", "method": "ωB97M-V/def2-TZVPD", "lumo_energy_ev": -1.4, "gap_ev": 10.4, "relative_energy_kj_mol": 265.3, "smiles": "N#CCN=S(=O)=O", "symbols": ["S", "O", "O", "N", "N", "C", "C", "H", "H"], "xyz": [[-0.91, -1.43, 0.35], [-1.38, -2.18, 1.41], [-1.75, -1.19, -0.78], [0.71, 2.80, 0.61], [0.34, -0.58, 0.62], [0.68, 1.76, 0.20], [0.71, 0.36, -0.39], [1.72, 0.28, -0.77], [-0.12, 0.17, -1.25]]}


No. 4
{"formula": "C2H2N2O2S2", "method": "ωB97M-V/def2-TZVPD", "lumo_energy_ev": 0.1, "gap_ev": 9.4, "relative_energy_kj_mol": 121.8, "smiles": "O=c1[nH]c(=S)n(S)o1", "symbols": ["S", "S", "O", "O", "N", "N", "C", "C", "H", "H"], "xyz": [[0.78, 0.66, -2.18], [-1.77, 1.42, 0.14], [-0.37, -0.44, 1.43], [0.84, -2.26, 1.96], [-0.40, 0.44, 0.31], [1.08, -1.10, -0.06], [0.60, -1.37, 1.21], [0.53, 0.07, -0.65], [-1.27, 2.45, 0.83], [1.79, -1.67, -0.55]]}


No. 5
{"formula": "C2H2N2O3", "method": "ωB97M-V/def2-TZVPD", "lumo_energy_ev": [-1.0, -1.2], "gap_ev": [8.8, 7.7], "relative_energy_kj_mol": 556.5, "symbols": ["O", "O", "O", "N", "N", "C", "C", "H", "H"], "xyz": [[-1.44, -0.15, -1.90], [0.55, -0.71, -0.28], [-2.19, 1.77, -1.12], [-2.00, -0.07, 1.46], [-1.46, 0.86, -1.25], [-0.99, 0.34, 1.09], [0.21, 0.40, 0.37], [0.85, 1.30, 0.37], [0.18, -1.52, 0.20]]}


No. 6
{"formula": "C2H2N2O3", "method": "ωB97M-V/def2-TZVPD", "lumo_energy_ev": 0.4, "gap_ev": 10.2, "relative_energy_kj_mol": 622.3, "smiles": "O/N=c1\\o\\c1=N/O", "symbols": ["O", "O", "O", "N", "N", "C", "C", "H", "H"], "xyz": [[-1.32, 0.32, 0.33], [-0.82, 1.14, -2.58], [0.10, -0.90, 2.85], [0.67, -0.60, 1.67], [0.09, 0.46, -1.81], [-0.28, 0.36, -0.54], [0.00, -0.13, 0.75], [-0.27, 1.60, -3.27], [0.60, -0.83, 3.66]]}


No. 7
{"formula": "C2H2N2O3", "method": "ωB97M-V/def2-TZVPD", "lumo_energy_ev": -0.9, "gap_ev": 11.1, "relative_energy_kj_mol": 373.5, "smiles": "N#C[C@@H](O)[N+](=O)[O-]", "symbols": ["O", "O", "O", "N", "N", "C", "C", "H", "H"], "xyz": [[1.26, -0.65, 0.62], [-1.08, -1.61, 0.43], [-1.95, 0.29, -0.30], [-1.03, -0.47, 0.03], [0.72, 2.61, -0.14], [0.47, 1.49, -0.12], [0.38, 0.00, -0.16], [0.74, -1.40, 0.84], [0.49, -0.25, -1.20]]}


No. 8
{"formula": "C2H2N2O4", "method": "ωB97M-V/def2-TZVPD", "lumo_energy_ev": -1.0, "gap_ev": 8.4, "relative_energy_kj_mol": 418.7, "smiles": "O=c1onc(O)n1O", "symbols": ["O", "O", "O", "O", "N", "N", "C", "C", "H", "H"], "xyz": [[2.47, 0.37, 0.04], [0.87, -1.36, 0.03], [-2.22, -0.16, 0.05], [-0.52, 2.12, 0.03], [-0.01, 0.58, -0.33], [-0.44, -1.57, 0.18], [1.30, 0.04, 0.00], [-0.95, -0.39, -0.20], [-2.88, -0.89, -0.14], [-0.80, 2.13, 1.19]]}


No. 9
{"formula": "C2H2N2O4", "method": "ωB97M-V/def2-TZVPD", "lumo_energy_ev": 0.3, "gap_ev": 9.0, "relative_energy_kj_mol": 331.5, "symbols": ["O", "O", "O", "O", "N", "N", "C", "C", "H", "H"], "xyz": [[-3.26, 0.18, -0.64], [0.66, -0.40, -0.36], [-2.67, -1.70, 0.54], [1.23, -1.39, 0.60], [0.79, 2.78, 0.83], [0.94, 1.84, 0.25], [-2.94, -0.74, -0.03], [1.37, 0.70, -0.34], [2.16, 0.77, -1.00], [1.72, -2.04, 0.16]]}


No. 10
{"formula": "C2H2N2OS", "method": "ωB97M-V/def2-TZVPD", "lumo_energy_ev": -0.4, "gap_ev": 9.6, "relative_energy_kj_mol": 55.3, "smiles": "N#CSC(N)=O", "symbols": ["S", "O", "N", "N", "C", "C", "H", "H"], "xyz": [[-0.94, 1.19, -0.14], [0.16, -1.62, -0.09], [1.69, 0.10, -0.03], [-3.40, -0.18, 0.12], [0.46, -0.47, -0.12], [-2.35, 0.29, 0.03], [2.54, -0.37, 0.25], [1.84, 1.05, -0.02]]}


No. 11
{"formula": "C2H2N2OS", "method": "ωB97M-V/def2-TZVPD", "lumo_energy_ev": -1.7, "gap_ev": 8.6, "relative_energy_kj_mol": 422.8, "symbols": ["S", "O", "N", "N", "C", "C", "H", "H"], "xyz": [[-1.35, 1.37, -0.06], [-0.40, 2.46, 0.00], [-1.48, -2.45, -0.09], [1.44, -0.16, 0.41], [-0.62, -0.12, 0.05], [-1.01, -1.42, -0.04], [1.68, 0.80, 0.24], [1.74, -0.48, -0.52]]}


No. 12
{"formula": "C2H2N2OS", "method": "ωB97M-V/def2-TZVPD", "lumo_energy_ev": 0.5, "gap_ev": 9.6, "relative_energy_kj_mol": 219.8, "symbols": ["S", "O", "N", "N", "C", "C", "H", "H"], "xyz": [[2.22, -0.37, 0.05], [-0.06, 0.73, -0.24], [-1.48, -0.98, 0.02], [-0.23, -1.42, -0.11], [0.54, -0.39, -0.28], [-1.28, 0.38, 0.10], [-2.15, 1.16, 0.48], [2.44, 0.89, -0.02]]}


No. 13
{"formula": "C2H2N2OS2", "method": "ωB97M-V/def2-TZVPD", "lumo_energy_ev": [-0.9, -0.8], "gap_ev": [7.4, 7.4], "relative_energy_kj_mol": 353.0, "symbols": ["S", "S", "O", "N", "N", "C", "C", "H", "H"], "xyz": [[-0.39, -2.68, 0.63], [0.47, 1.92, -0.61], [1.01, -2.89, 0.13], [-1.25, 0.68, 0.63], [-0.27, -0.28, 0.43], [0.73, 0.22, -0.15], [-1.05, 1.91, 0.22], [1.56, -0.50, -0.51], [-2.23, 0.61, 0.91]]}


No. 14
{"formula": "C2H2N2OS3", "method": "ωB97M-V/def2-TZVPD", "lumo_energy_ev": -0.4, "gap_ev": 8.7, "relative_energy_kj_mol": 216.9, "smiles": "S=c1nc(SS)[nH]o1", "symbols": ["S", "S", "S", "O", "N", "N", "C", "C", "H", "H"], "xyz": [[2.80, 1.21, 0.15], [-2.42, 1.70, 0.03], [-2.25, -0.35, -0.11], [1.59, -1.15, -0.01], [0.32, -1.73, -0.04], [0.23, 0.60, 0.09], [1.53, 0.24, 0.06], [-0.50, -0.41, -0.08], [0.06, -2.31, -0.82], [-1.36, 2.20, 0.73]]}


No. 15
{"formula": "C2H2N3OS", "method": "ωB97M-V/def2-TZVPD", "charge": -1, "lumo_energy_ev": 3.7, "gap_ev": 7.5, "relative_energy_kj_mol": 173.3, "smiles": "N#CS/C([O-])=N/N", "symbols": ["S", "O", "N", "N", "N", "C", "C", "H", "H"], "xyz": [[-2.24, 0.51, 0.43], [-0.17, 2.32, -0.09], [1.69, -0.09, 0.02], [-1.71, -2.18, -0.05], [0.21, 0.01, 0.05], [-1.79, -1.05, 0.15], [-0.36, 1.15, 0.11], [2.03, -1.02, 0.00], [2.33, 0.35, -0.61]]}


No. 16
{"formula": "C2H2N3S2", "method": "ωB97M-V/def2-TZVPD", "charge": -1, "lumo_energy_ev": [3.6, 3.6], "gap_ev": [6.5, 6.5], "relative_energy_kj_mol": 218.0, "smiles": "S=c1cnn([S-])[nH]1", "symbols": ["S", "S", "N", "N", "N", "C", "C", "H", "H"], "xyz": [[3.26, 0.54, 0.12], [-2.06, 0.95, 0.02], [0.72, 0.95, -0.14], [1.77, 0.15, -0.38], [1.10, -1.41, -0.12], [-0.13, -1.05, 0.08], [-0.44, 0.36, 0.11], [-0.99, -1.84, 0.14], [0.71, 1.92, -0.46]]}


No. 17
{"formula": "C2H2N3S2", "method": "ωB97M-V/def2-TZVPD", "charge": -1, "lumo_energy_ev": 3.0, "gap_ev": 6.9, "relative_energy_kj_mol": 50.3, "smiles": "S=c1ncn([S-])[nH]1", "symbols": ["S", "S", "N", "N", "N", "C", "C", "H", "H"], "xyz": [[2.84, -0.66, 0.12], [-2.94, -0.80, 0.00], [0.19, -0.87, 0.08], [0.88, 1.20, -0.14], [-0.89, -0.08, 0.02], [1.30, -0.07, 0.01], [-0.44, 1.14, -0.14], [-1.08, 1.99, -0.24], [0.13, -1.86, 0.28]]}


No. 18
{"formula": "C2H2N3S2", "method": "ωB97M-V/def2-TZVPD", "charge": 1, "lumo_energy_ev": [-5.6, -5.6], "gap_ev": [8.0, 8.0], "relative_energy_kj_mol": 338.8, "symbols": ["S", "S", "N", "N", "N", "C", "C", "H", "H"], "xyz": [[0.46, 2.87, -2.75], [-1.61, -1.72, 0.57], [-0.13, 0.34, 0.48], [-1.22, -0.22, 0.34], [-0.35, -2.57, 0.62], [0.76, 2.38, -1.37], [0.72, 1.15, 0.37], [1.63, 1.43, 1.00], [-0.26, -3.66, 0.74]]}


No. 19
{"formula": "C2H2N4", "method": "ωB97M-V/def2-TZVPD", "lumo_energy_ev": [-0.1, -0.1], "gap_ev": [8.6, 8.6], "relative_energy_kj_mol": 767.7, "symbols": ["N", "N", "N", "N", "C", "C", "H", "H"], "xyz": [[0.99, 1.99, -1.69], [0.86, 0.88, -2.22], [2.51, 0.14, 1.13], [1.72, 0.49, 2.00], [0.11, 1.01, -1.06], [1.14, -0.08, 0.85], [-0.91, 0.73, -0.83], [0.56, -1.10, 0.77]]}


No. 20
{"formula": "C2H2N4", "method": "ωB97M-V/def2-TZVPD", "lumo_energy_ev": [-0.6, -0.5], "gap_ev": [8.2, 9.1], "relative_energy_kj_mol": 450.8, "symbols": ["N", "N", "N", "N", "C", "C", "H", "H"], "xyz": [[1.69, -0.47, 0.23], [0.55, -1.27, 0.41], [-0.02, 0.99, -1.22], [1.88, 0.30, -0.63], [-0.71, 0.81, -0.19], [-0.54, -0.60, 0.27], [-1.44, 1.49, 0.27], [-1.42, -1.23, 0.26]]}